C12H24ClNO8 | ωB97M-V/def2-TZVPD

Properties
Charge: 0
Orbital gap (eV): 10.7471
Electronic energy (Ha): -1588.5296
HOMO (eV): -10.30
SMILES string: O=C(O)NCCCCl.CCOC(=O)OC.CCOC(=O)OC

```
46
Properties=species:S:1:pos:R:3:nbo_charge:R:1
Cl 2.4795 -0.5940 0.1846 -0.0685
O -0.4842 7.0465 -2.4699 -0.6457
O 0.9851 -5.2457 0.9091 -0.4950
O -0.1346 7.4254 -0.2681 -0.4983
O -0.7851 5.4610 -0.8825 -0.4995
O -1.3558 1.3672 -2.5905 -0.5869
O 0.4720 -6.2627 2.8651 -0.6445
O 0.1540 -0.0647 -1.9428 -0.7123
O -1.0350 -5.0903 1.6531 -0.4984
N -1.8579 0.1930 -0.7700 -0.6393
C -0.4688 6.6760 -1.3250 0.9819
C 0.0537 3.9788 -2.6439 -0.6467
C 1.1581 -0.1852 1.3179 -0.3543
C -0.1919 -0.7856 0.9073 -0.4385
C -1.0341 0.5592 -1.8156 0.8803
C 0.3077 8.7417 -0.6026 -0.2558
C -1.1491 4.5010 -1.8913 -0.0658
C 2.4229 -7.2023 0.6527 -0.6401
C 0.1754 -5.5994 1.9059 0.9810
C -1.2744 0.2595 0.5897 -0.2174
C 2.3337 -5.7308 1.0000 -0.0704
C -2.0362 -5.4644 2.6021 -0.2565
H 1.8750 -7.8122 1.3691 0.2269
H 1.4512 -0.5997 2.2639 0.2114
H -1.7275 -5.2182 3.6157 0.1964
H 0.4344 9.2786 0.3335 0.1932
H 1.9907 -7.3869 -0.3320 0.2110
H -0.5277 -1.3793 1.7451 0.2156
H -2.0927 0.0669 1.2654 0.2051
H 3.4625 -7.5294 0.6483 0.2186
H -0.9149 1.2524 0.8457 0.1790
H -0.4278 9.2591 -1.2146 0.1962
H -0.2412 3.2008 -3.3371 0.2464
H 0.7913 3.5702 -1.9495 0.2044
H -2.5949 0.8838 -0.8048 0.3878
H -2.9311 -4.9004 2.3542 0.1943
H -2.2512 -6.5288 2.5216 0.1909
H 0.5443 4.7729 -3.2066 0.2197
H -1.8897 4.9310 -2.5655 0.1931
H -1.6293 3.6833 -1.3588 0.1859
H -0.0490 -1.4647 0.0904 0.2347
H 1.2646 8.6965 -1.1208 0.1885
H 2.9091 -5.1492 0.2825 0.1935
H 2.7419 -5.5256 1.9896 0.1935
H 1.0907 0.8814 1.4281 0.2066
H -0.0138 -0.9666 -2.2486 0.4981
```